1.
C23H41FMnP2 | ωB97M-V/def2-TZVPD

Structure (XYZ):
```
68
Properties=species:S:1:pos:R:3:forces:R:3
Mn 1.980233 -1.283846 0.047496 0.60 -0.58 -0.46
C 3.781451 -0.242953 0.770559 -0.73 -0.14 0.90
C 2.937535 -0.624181 1.885414 1.39 -0.45 0.39
C 3.613769 -2.570817 0.787787 1.61 1.20 -0.84
C 4.182480 -1.427369 0.080836 0.12 -1.88 1.09
C 2.871535 -2.071973 1.901071 -0.09 1.18 0.10
C 4.220109 1.154821 0.452817 -0.10 0.05 -0.07
H 3.496475 1.890378 0.815396 0.12 -0.07 -0.03
H 4.342914 1.298633 -0.624081 0.04 0.01 0.13
H 5.182949 1.375163 0.933284 -0.19 -0.10 -0.10
C 5.067396 -1.521749 -1.122898 -0.08 0.01 -0.10
H 5.167533 -0.550543 -1.615374 0.03 -0.14 0.05
H 4.650039 -2.224548 -1.850546 0.07 0.09 0.11
H 6.073205 -1.866569 -0.846371 -0.23 0.09 -0.03
C 3.832977 -4.002861 0.410658 -0.10 0.00 -0.08
H 4.769957 -4.384016 0.839236 -0.19 0.11 -0.06
H 3.883669 -4.108721 -0.677573 -0.02 0.02 0.20
H 3.016271 -4.634526 0.770857 0.12 0.02 -0.05
C 2.203542 -2.898845 2.958078 -0.13 0.02 -0.04
H 2.925026 -3.189191 3.733786 -0.11 0.06 -0.20
H 1.777576 -3.814106 2.537912 0.09 0.05 0.09
H 1.400200 -2.342289 3.448942 0.11 -0.07 -0.02
C 2.424654 0.292700 2.955033 -0.07 0.01 -0.01
H 3.126083 0.353798 3.799559 -0.17 -0.01 -0.19
H 1.464316 -0.054997 3.347160 0.09 0.07 0.03
H 2.280212 1.306718 2.570856 0.01 -0.10 0.09
C -3.545555 2.783439 -2.359743 0.20 0.08 0.29
C -3.061014 3.568139 -1.389817 -0.09 -0.28 -0.20
C -3.686724 4.008241 -0.092144 -0.16 -0.01 0.07
C -4.900881 3.201845 0.419260 0.04 0.11 -0.08
C -4.587056 1.743442 0.652034 0.14 -0.24 -0.22
C -4.586633 0.734847 -0.227565 0.10 0.30 0.20
C -4.902381 0.729516 -1.700415 -0.09 0.13 -0.11
C -4.883630 2.088258 -2.434883 -0.07 -0.10 0.07
H -3.974530 5.068128 -0.174846 0.07 -0.20 0.01
H -5.745609 3.325715 -0.260632 0.12 -0.02 0.16
H -2.903404 3.980404 0.678309 -0.09 0.02 -0.08
H -5.687258 2.726093 -2.062393 0.13 -0.10 -0.12
H -2.881863 2.589208 -3.202680 -0.07 0.07 0.06
H -2.055104 3.961075 -1.542962 -0.12 0.02 -0.05
H -5.115207 1.895264 -3.489018 0.03 0.04 0.17
H -4.180547 0.061270 -2.190582 -0.08 0.05 0.02
H -4.316769 -0.247188 0.162975 -0.08 0.06 0.01
H -5.885443 0.257112 -1.853968 0.20 0.08 0.03
H -5.212554 3.645820 1.372105 0.04 -0.08 -0.16
H -4.295103 1.496322 1.673093 -0.07 0.00 -0.10
P 0.788940 0.356763 -0.987950 -1.32 2.69 -1.68
C 1.139647 0.923241 -2.700361 0.22 -0.35 0.22
C 0.394264 1.946829 -0.145567 0.12 -0.28 0.16
P -0.241509 -1.714915 0.293766 -3.17 -1.11 0.63
C -0.827648 -0.556888 -1.035043 1.03 -0.40 0.22
C -1.168052 -1.195423 1.798804 0.30 0.11 -0.09
C -0.989934 -3.357028 -0.052213 0.44 0.13 -0.06
H 1.501802 0.058640 -3.262392 -0.07 0.12 -0.05
H 1.930397 1.679708 -2.668326 -0.10 -0.12 0.00
H 0.251371 1.348552 -3.179786 0.10 -0.10 0.20
H -0.529258 2.388225 -0.536114 0.12 -0.18 -0.01
H 1.216832 2.651138 -0.303275 -0.05 -0.14 0.03
H 0.291102 1.777126 0.929142 -0.06 0.09 -0.06
H -2.063978 -3.282285 -0.253808 0.21 0.11 0.05
H -0.829007 -4.009039 0.812600 -0.01 0.09 -0.13
H -0.466581 -3.779268 -0.913761 -0.12 -0.02 0.06
H -0.865410 -1.119119 -1.974018 0.04 0.03 0.09
H -1.758832 -0.000177 -0.884172 0.24 0.00 0.15
H -1.087827 -1.978980 2.558526 0.05 0.09 -0.11
H -2.227269 -1.024027 1.577699 0.21 -0.04 -0.06
H -0.727504 -0.280822 2.203545 -0.14 -0.03 0.01
F 2.003612 -2.307311 -1.563317 -0.38 -0.09 -0.45
```
Forces are in eV/Å.

Properties
ΔE to the lowest compared entry with this formula, charge and spin	0.000	eV
multiplicity	5
charge	+1
maximum force	0.06676	Eh/bohr
HOMO (alpha / beta)	-9.8441 / -11.5376	eV

2.
C31H28MoN11O5SSe | ωB97M-V/def2-TZVPD

Structure (XYZ):
```
78
Properties=species:S:1:pos:R:3:forces:R:3
Mo 0.102658 -0.098650 0.344379 -0.49 0.40 0.21
O -0.997676 1.916861 -4.177951 -0.14 0.00 0.10
C -0.728594 1.896827 -2.878564 0.03 -0.62 0.02
O 0.306814 2.236168 -2.374794 -0.24 0.43 -0.09
C -1.892008 1.394680 -2.068387 0.00 -0.01 0.00
C -3.166309 1.602516 -2.562332 -0.17 0.04 -0.06
C -4.270427 1.413498 -1.739377 -0.06 0.01 -0.14
C -4.044635 1.073988 -0.422230 -0.15 -0.04 0.08
C -2.745729 0.840594 -0.016745 0.30 0.06 0.02
N -1.667528 0.933886 -0.817545 -0.02 0.11 -0.01
C -2.464176 0.539268 1.431419 0.24 0.04 -0.19
O -3.332398 0.256765 2.203603 0.13 0.07 0.20
O -1.163087 0.642863 1.720203 -0.32 -0.26 -0.05
H -0.275287 2.345691 -4.658254 0.14 0.09 -0.08
H -3.278829 1.951410 -3.579067 -0.03 0.00 0.03
H -5.275663 1.568519 -2.114442 0.08 0.03 0.02
H -4.840060 0.980305 0.307641 0.05 -0.01 -0.05
N -2.532597 -2.165463 -0.976637 -0.14 -0.05 0.17
C -2.368167 -2.292550 0.349377 0.29 0.02 -0.20
N -3.268825 -2.971314 1.020369 0.02 -0.03 0.08
C -3.059438 -3.103262 2.333775 -0.16 -0.05 0.10
N -3.980049 -3.689023 3.066796 0.02 0.05 0.01
N -1.914379 -2.702000 2.975237 -0.19 -0.17 0.08
C -1.097211 -2.029739 2.250582 0.30 0.24 -0.21
N -1.268871 -1.720231 0.927490 -0.04 0.24 0.34
C 0.214495 -1.621011 2.842641 -0.08 0.03 -0.32
C 0.583796 -1.973377 4.118128 0.02 -0.08 0.17
C 1.857263 -1.635842 4.565227 -0.01 -0.05 0.08
C 2.724531 -0.971863 3.710898 0.11 -0.04 0.15
C 2.286891 -0.635325 2.447706 -0.21 -0.04 -0.19
N 1.049661 -0.943374 2.021669 0.23 -0.10 0.34
H -3.299128 -2.672879 -1.390031 -0.03 0.01 -0.04
H -1.798552 -1.829786 -1.569007 0.11 0.05 -0.09
H -4.839592 -3.998375 2.643246 -0.04 -0.02 -0.03
H -3.846606 -3.797644 4.058364 0.02 -0.01 0.05
H -0.124446 -2.509498 4.733895 0.03 -0.01 0.03
H 2.173356 -1.902361 5.567701 -0.04 0.02 -0.07
H 3.730727 -0.713419 4.016689 -0.07 -0.02 -0.02
H 2.925611 -0.114561 1.746793 -0.02 0.04 -0.02
Se 2.606945 -2.732897 -6.502506 0.18 -0.28 -0.78
N 1.825097 -3.542850 -5.145051 0.01 0.06 -0.05
C 1.765602 -2.660046 -4.185921 -0.03 0.25 0.40
C 1.248194 -2.950899 -2.853181 0.06 -0.02 -0.18
C 0.955529 -4.236204 -2.397031 0.01 -0.12 -0.12
C 0.670160 -4.406793 -1.059076 0.00 -0.16 -0.02
C 0.555929 -3.296386 -0.238604 0.00 0.07 -0.10
N 0.708466 -2.042618 -0.682097 0.21 -0.06 -0.26
C 1.146906 -1.895635 -1.957369 -0.03 0.18 0.20
C 1.697514 -0.590771 -2.249993 -0.14 -0.05 0.23
N 1.682013 0.279530 -1.207027 0.17 -0.07 0.07
C 2.444605 1.362490 -1.317262 0.06 -0.07 0.07
C 3.195911 1.655238 -2.446533 0.17 0.08 -0.06
C 3.127131 0.827482 -3.536312 0.07 -0.04 -0.14
C 2.364568 -0.341821 -3.434120 0.07 0.00 -0.20
C 2.320984 -1.364401 -4.471345 -0.14 -0.04 0.47
N 2.826418 -1.199092 -5.662199 -0.01 -0.05 -0.06
H 1.015038 -5.074661 -3.083716 0.02 0.06 0.07
H 0.530695 -5.393896 -0.635375 0.00 0.08 -0.03
H 0.333953 -3.437201 0.802923 -0.06 0.01 0.10
H 2.443373 2.041022 -0.488067 -0.03 -0.01 0.02
H 3.807477 2.547987 -2.454981 -0.02 -0.05 0.00
H 3.674440 1.030281 -4.449530 -0.02 -0.01 0.03
C 2.770460 4.651766 0.595594 -0.02 0.06 -0.02
C 1.402269 4.299240 1.167051 0.19 -0.01 -0.08
S 1.410924 2.678963 1.949656 -0.08 -0.18 0.32
O 0.839862 1.761936 0.823958 0.05 -0.07 -0.28
C 0.125259 2.867480 3.194151 -0.15 0.10 -0.15
C -1.132515 3.597410 2.739232 0.00 -0.08 0.06
H 2.739701 5.676063 0.224599 0.00 -0.03 -0.02
H 3.046023 4.008433 -0.242029 -0.01 0.07 0.07
H 3.551984 4.600740 1.355071 -0.06 -0.01 -0.04
H 0.621938 4.243801 0.406358 -0.05 0.07 0.05
H 1.099559 4.999580 1.947050 0.03 0.01 -0.02
H 0.636240 3.370983 4.021555 0.00 -0.02 -0.06
H -0.084144 1.844794 3.497610 0.00 -0.07 0.09
H -1.007994 4.677091 2.750880 0.01 0.03 -0.01
H -1.943418 3.353401 3.424504 0.00 0.02 0.01
H -1.438629 3.288168 1.740669 0.02 -0.02 -0.02
```
Forces are in eV/Å.

Properties
ΔE to the lowest compared entry with this formula, charge and spin	0.136	eV
multiplicity	3
charge	+3
maximum force	0.01642	Eh/bohr
HOMO (alpha / beta)	-16.1874 / -16.1979	eV

3.
C3H5NOS | ωB97M-V/def2-TZVPD

Structure (XYZ):
```
11
Properties=species:S:1:pos:R:3:forces:R:3
N 1.990832 -0.354770 0.005768 7.56 -0.53 0.93
C 0.761571 -0.040140 -0.214334 -2.67 4.02 -2.30
C -0.451147 -0.641590 -0.143096 1.76 -2.05 2.03
C -1.675800 0.048851 -0.103169 -2.56 0.45 0.17
O -1.834234 1.394322 -0.022661 3.06 2.18 1.54
S -3.160677 -0.637101 -0.066598 -0.08 -1.16 -0.25
H 2.962970 0.256300 -0.154472 -4.37 -1.57 0.17
H 2.336263 -1.203699 0.461729 -1.04 0.17 -0.29
H 0.709229 0.989286 -0.689967 -0.04 -0.97 0.75
H -0.485523 -1.665069 0.312932 -0.16 0.86 -0.85
H -1.153479 1.853606 0.613871 -1.46 -1.41 -1.90
```
Forces are in eV/Å.

Properties
ΔE to the lowest compared entry with this formula, charge and spin	2.505	eV
SMILES string	N/C=C/C(O)=S
maximum force	0.14843	Eh/bohr
HOMO	-7.7738	eV